(1)
# C4H12NO3

A 2-piece molecular cluster, C4H12NO3 overall at a distorted geometry (the ωB97M-V functional and the def2-TZVPD basis, the OMol25 dataset).

Geometry as ORCA input:
```
! wB97M-V def2-TZVPD RIJCOSX def2/J DEFGRID3
* xyz 1 1
C 2.004 -0.908 0.300
C 1.602 0.478 0.688
C -1.293 -0.581 0.289
C 0.358 0.858 -0.046
N -1.673 -0.800 -1.174
O -2.214 0.335 0.770
O 0.401 0.637 -1.395
O -0.243 2.070 0.180
H 1.516 -1.182 -0.564
H 1.978 -1.580 1.150
H 3.063 -0.835 -0.004
H 1.313 0.417 1.744
H 2.465 1.265 0.425
H -0.863 -1.447 0.815
H -2.171 0.108 -1.370
H -2.372 -1.580 -1.307
H -0.776 -0.936 -1.581
H -2.371 0.326 1.760
H -0.338 1.172 -1.764
H -0.386 2.183 1.082
*
```

Results
Frontier orbital gap   9.04 eV
E_LUMO   -3.343 eV
E_HOMO   -12.38 eV

---

(2)
# C2H2O3

One molecule with the formula C2H2O3 at a distorted geometry (the ωB97M-V functional and the def2-TZVPD basis, the OMol25 dataset).

Geometry as ORCA input:
```
! wB97M-V def2-TZVPD RIJCOSX def2/J DEFGRID3
* xyz 0 1
C -0.284 0.042 -0.610
C -0.312 0.078 0.860
O -0.885 0.843 1.579
O -0.170 -1.121 -1.099
O -0.381 -2.071 -0.239
H -0.191 0.886 -1.278
H 0.331 -0.748 1.242
*
```

Results
Frontier orbital gap (spin up / spin down)   8.63 / 8.63 eV
E_LUMO (spin up / spin down)   -1.559 / -1.559 eV
E_HOMO (spin up / spin down)   -10.19 / -10.19 eV

---

(3)
# C4H5N3

One molecule with the formula C4H5N3 at a distorted geometry (the ωB97M-V functional and the def2-TZVPD basis, the OMol25 dataset).

Geometry as ORCA input:
```
! wB97M-V def2-TZVPD RIJCOSX def2/J DEFGRID3
* xyz 0 1
N 0.236 0.043 1.961
C 0.129 0.035 0.544
C -0.416 -1.133 0.064
N -0.612 -1.346 -1.245
C -0.299 -0.292 -2.023
N 0.122 0.915 -1.642
C 0.343 1.072 -0.338
H 1.165 -0.131 2.311
H -0.211 0.836 2.386
H -0.646 -1.610 1.081
H -0.432 -0.398 -3.102
H 0.649 2.052 0.023
*
```

Results
SMILES string   Nc1cncnc1
Frontier orbital gap   10.22 eV
E_LUMO   0.676 eV
E_HOMO   -9.55 eV

---

(4)
# C10H23N4O3

A 2-piece molecular cluster, C10H23N4O3 overall at a distorted geometry (the ωB97M-V functional and the def2-TZVPD basis, the OMol25 dataset).

Geometry as ORCA input:
```
! wB97M-V def2-TZVPD RIJCOSX def2/J DEFGRID3
* xyz 1 1
C 3.119 -1.363 0.408
C 3.148 -2.548 -0.579
C 2.168 -3.691 -0.232
C 0.926 -3.795 -1.141
N -0.371 -3.526 -0.504
C -0.594 -2.213 -0.004
C -0.050 -1.012 -0.821
N -1.219 -0.617 -1.687
C -2.227 -0.716 -0.689
N -3.109 0.247 -0.498
N -2.086 -1.835 -0.015
H 2.206 -1.395 1.012
H 3.108 -0.409 -0.120
H 3.964 -1.384 1.093
H 4.161 -2.942 -0.659
H 2.894 -2.174 -1.576
H 2.714 -4.633 -0.311
H 1.866 -3.611 0.817
H 0.852 -4.815 -1.522
H 1.029 -3.171 -2.031
H -0.528 -4.199 0.236
H -0.347 -2.091 1.057
H 0.813 -1.146 -1.460
H 0.079 -0.220 -0.083
H -1.408 -1.484 -2.203
H -4.072 0.083 -0.247
H -2.823 1.198 -0.695
H -2.604 -1.951 0.847
C -1.980 6.271 2.256
O -2.089 5.291 1.209
C -0.974 4.618 0.972
O 0.078 4.737 1.536
O -1.214 3.750 -0.029
C -0.082 2.959 -0.388
H -2.959 6.731 2.330
H -1.718 5.793 3.197
H -1.234 7.018 1.999
H 0.240 2.357 0.463
H 0.745 3.571 -0.740
H -0.422 2.314 -1.197
*
```

Results
Frontier orbital gap   9.22 eV
E_LUMO   -3.700 eV
E_HOMO   -12.92 eV

---

(5)
# C7H6S

One molecule with the formula C7H6S at a distorted geometry (the ωB97M-V functional and the def2-TZVPD basis, the OMol25 dataset).

Geometry as ORCA input:
```
! wB97M-V def2-TZVPD RIJCOSX def2/J DEFGRID3
* xyz 0 1
C 1.408 -1.688 1.313
C 0.388 -1.535 0.678
C -0.879 -1.501 -0.070
C -1.531 -0.333 -0.392
C -1.134 1.006 -0.002
C 0.079 1.619 -0.175
C 1.190 1.071 -0.792
S 2.711 1.760 -0.914
H 2.213 -1.888 1.996
H -1.302 -2.485 -0.247
H -2.548 -0.408 -0.789
H -1.880 1.597 0.542
H 0.238 2.623 0.227
H 1.048 0.162 -1.374
*
```

Results
SMILES string   C#C/C=C\C=C/C=S
Frontier orbital gap   7.40 eV
E_LUMO   -1.143 eV
E_HOMO   -8.55 eV

---

(6)
# C13H46N16O9Si

A 9-piece molecular cluster, C13H46N16O9Si overall (the ωB97M-V functional and the def2-TZVPD basis, the OMol25 dataset).

Geometry as ORCA input:
```
! wB97M-V def2-TZVPD RIJCOSX def2/J DEFGRID3
* xyz 0 1
C 1.832 -1.652 3.193
O 0.531 -2.187 3.195
C 0.294 -3.108 2.148
C 0.163 -2.458 0.754
C 1.224 -2.888 -0.281
C 2.307 -1.836 -0.577
Si 1.669 -0.235 -1.350
H 2.137 -1.245 2.225
H 2.573 -2.389 3.525
H 1.841 -0.832 3.910
H 1.078 -3.877 2.129
H -0.637 -3.608 2.414
H -0.822 -2.723 0.365
H 0.143 -1.374 0.882
H 1.708 -3.807 0.059
H 0.717 -3.118 -1.222
H 2.905 -1.609 0.308
H 3.010 -2.263 -1.303
H 2.827 0.521 -1.846
H 1.037 0.587 -0.289
H 0.692 -0.517 -2.421
N 3.221 4.034 -2.188
C 4.059 3.300 -2.983
N 4.661 3.980 -3.995
O 4.230 2.102 -2.806
H 3.049 5.011 -2.323
H 2.753 3.550 -1.444
H 5.237 3.457 -4.627
H 4.487 4.946 -4.194
N 1.763 1.738 -7.408
C 2.859 2.017 -6.633
N 3.050 1.169 -5.589
O 3.596 2.963 -6.872
H 1.146 0.969 -7.225
H 1.591 2.336 -8.193
H 3.821 1.343 -4.967
H 2.432 0.403 -5.382
N -1.605 -1.857 -6.069
C -0.604 -1.730 -5.148
N -0.592 -2.662 -4.157
O 0.219 -0.825 -5.197
H -2.294 -2.584 -6.039
H -1.635 -1.185 -6.813
H 0.118 -2.572 -3.453
H -1.266 -3.400 -4.080
N 0.644 -1.100 6.273
C 1.422 -1.447 7.328
N 1.560 -0.505 8.308
O 1.970 -2.543 7.405
H 0.175 -0.218 6.199
H 0.495 -1.792 5.555
H 2.134 -0.741 9.095
H 1.114 0.391 8.278
N -1.848 3.257 -1.946
C -1.554 1.945 -2.101
N -1.052 1.578 -3.322
O -1.720 1.116 -1.209
H -1.715 3.928 -2.678
H -2.228 3.568 -1.060
H -0.751 0.626 -3.441
H -0.878 2.231 -4.062
N -4.455 0.050 -1.666
C -5.118 -0.226 -2.820
N -4.336 -0.181 -3.949
O -6.309 -0.490 -2.871
H -3.471 0.270 -1.632
H -4.984 0.045 -0.816
H -4.787 -0.361 -4.825
H -3.363 0.066 -3.932
N -0.030 -4.330 8.688
C -1.338 -4.439 8.330
N -2.051 -5.417 8.981
O -1.857 -3.721 7.491
H 0.397 -4.910 9.384
H 0.533 -3.633 8.218
H -3.016 -5.521 8.733
H -1.652 -6.025 9.669
N -2.598 6.435 1.922
C -2.783 5.120 1.611
N -3.390 4.361 2.565
O -2.425 4.650 0.542
H -2.883 6.842 2.792
H -2.154 7.012 1.234
H -3.530 3.390 2.356
H -3.696 4.721 3.448
*
```

Results
SMILES string   COCCCC[SiH3].NC(N)=O.NC(N)=O.NC(N)=O.NC(N)=O.NC(N)=O.NC(N)=O.NC(N)=O.NC(N)=O
Frontier orbital gap   9.68 eV
E_LUMO   0.355 eV
E_HOMO   -9.32 eV

---

(7)
# C5H7NO

One molecule with the formula C5H7NO (the ωB97M-V functional and the def2-TZVPD basis, the OMol25 dataset).

Geometry as ORCA input:
```
! wB97M-V def2-TZVPD RIJCOSX def2/J DEFGRID3
* xyz 0 1
H 1.898 -1.451 1.191
N 1.333 -0.901 0.548
C 1.665 0.326 0.522
C 0.919 1.258 -0.346
C -0.186 0.872 -0.989
C -0.829 -0.485 -0.840
C -1.603 -0.693 0.448
O -0.867 -1.267 -1.763
H 2.490 0.738 1.115
H 1.302 2.269 -0.461
H -0.687 1.548 -1.682
H -2.611 -0.289 0.298
H -1.142 -0.167 1.285
H -1.683 -1.757 0.674
*
```

Results
SMILES string   [H]/N=C/C=C\C(C)=O
Frontier orbital gap   9.64 eV
E_LUMO   0.198 eV
E_HOMO   -9.44 eV

---

(8)
# C15H14ClNO5S

One molecule with the formula C15H14ClNO5S (the ωB97M-V functional and the def2-TZVPD basis, the OMol25 dataset).

Geometry as ORCA input:
```
! wB97M-V def2-TZVPD RIJCOSX def2/J DEFGRID3
* xyz 0 1
C -2.660 -3.462 1.643
O -2.690 -2.835 0.380
C -2.535 -1.498 0.311
C -2.333 -0.654 1.400
C -2.173 0.709 1.212
C -2.219 1.236 -0.060
S -1.896 2.975 -0.330
O -2.783 3.506 -1.319
O -1.796 3.632 0.935
N -0.387 2.939 -1.073
C 0.591 2.065 -0.596
C 0.802 1.954 0.776
C 1.737 1.061 1.258
C 2.493 0.284 0.390
C 2.322 0.435 -0.989
C 1.356 1.307 -1.472
O 3.075 -0.260 -1.898
C 4.219 -0.861 -1.330
C 3.850 -1.558 -0.021
O 3.388 -0.615 0.919
C -2.426 0.426 -1.162
C -2.585 -0.932 -0.977
Cl -2.838 -1.969 -2.324
H -2.809 -4.522 1.444
H -1.696 -3.317 2.139
H -3.465 -3.098 2.289
H -2.296 -1.055 2.400
H -2.019 1.372 2.047
H -0.471 2.979 -2.077
H 0.229 2.572 1.445
H 1.905 0.950 2.317
H 1.230 1.390 -2.540
H 4.595 -1.571 -2.067
H 4.982 -0.097 -1.128
H 4.717 -2.046 0.427
H 3.068 -2.304 -0.221
H -2.479 0.859 -2.148
*
```

Results
SMILES string   COc1ccc(S(=O)(=O)Nc2ccc3c(c2)OCCO3)cc1Cl
Frontier orbital gap   8.65 eV
E_LUMO   0.466 eV
E_HOMO   -8.18 eV

---

(9)
# C19H18InNO

C19H18InNO as an isolated structure at a distorted geometry (the ωB97M-V functional and the def2-TZVPD basis, the OMol25 dataset).

Geometry as ORCA input:
```
! wB97M-V def2-TZVPD RIJCOSX def2/J DEFGRID3
* xyz 0 1
C 0.422 -1.698 1.696
C -0.891 -2.055 1.123
C -0.833 -2.254 -0.222
H -1.812 -1.931 1.684
C 0.595 -2.165 -0.623
C 1.304 -1.828 0.529
H 2.385 -1.830 0.620
H 0.797 -2.205 2.625
H -1.622 -2.561 -0.920
H 0.992 -2.539 -1.589
C -0.999 2.206 0.303
C -0.631 1.987 1.604
C 0.772 1.697 1.667
H -1.399 1.939 2.368
C 1.283 1.849 0.372
C 0.211 2.205 -0.512
H 0.319 2.715 -1.481
H -1.984 2.446 -0.088
H 1.502 1.773 2.479
H 2.336 1.931 0.126
In -0.090 0.036 -1.165
O -0.308 -0.145 -3.901
C -1.417 -0.903 -4.440
C -0.119 -0.926 -5.172
H -1.681 -1.770 -3.837
H -2.228 -0.326 -4.879
H 0.481 -1.839 -5.039
H 0.807 -1.926 -7.493
C 0.556 -0.865 -7.581
C 0.077 -0.192 -6.422
C -0.277 1.168 -6.554
H -0.644 1.711 -5.681
C -0.121 1.832 -7.776
H -0.376 2.894 -7.840
C 0.361 1.153 -8.903
H 0.474 1.679 -9.855
C 0.697 -0.210 -8.802
H 1.071 -0.747 -9.683
N -0.170 -0.148 3.578
C 0.160 -0.156 2.419
*
```

Results
Frontier orbital gap   6.50 eV
E_LUMO   -0.038 eV
E_HOMO   -6.54 eV

---

(10)
# C10H7NO2

One molecule with the formula C10H7NO2 at a distorted geometry (the ωB97M-V functional and the def2-TZVPD basis, the OMol25 dataset).

Geometry as ORCA input:
```
! wB97M-V def2-TZVPD RIJCOSX def2/J DEFGRID3
* xyz 0 1
O -0.617 1.869 1.919
C -1.211 0.897 1.566
C -2.502 0.459 2.173
C -2.856 -0.689 1.605
C -1.898 -0.994 0.468
O -1.978 -1.935 -0.285
N -0.865 -0.019 0.494
C 0.338 -0.036 -0.258
C 1.303 0.957 0.012
C 2.447 1.054 -0.778
C 2.686 0.078 -1.792
C 1.698 -0.860 -2.044
C 0.524 -0.958 -1.292
H -2.926 1.077 2.982
H -3.772 -1.251 1.739
H 1.201 1.660 0.878
H 3.247 1.800 -0.558
H 3.553 0.162 -2.501
H 1.856 -1.558 -2.851
H -0.231 -1.713 -1.476
*
```

Results
SMILES string   O=C1C=CC(=O)N1c1ccccc1
Frontier orbital gap   8.07 eV
E_LUMO   -0.712 eV
E_HOMO   -8.78 eV

---

(11)
# C7H14

One molecule with the formula C7H14 (the ωB97M-V functional and the def2-TZVPD basis, the OMol25 dataset).

Geometry as ORCA input:
```
! wB97M-V def2-TZVPD RIJCOSX def2/J DEFGRID3
* xyz 0 1
C -0.467 0.205 2.109
C -0.908 -0.082 0.684
C -0.103 -1.047 -0.157
C 1.257 -1.555 0.265
C -0.253 0.382 -0.605
C 0.916 1.344 -0.588
C -1.136 0.511 -1.836
H -0.682 -0.670 2.740
H -0.998 1.056 2.545
H 0.607 0.395 2.201
H -1.991 -0.109 0.583
H -0.669 -1.772 -0.743
H 1.835 -1.811 -0.631
H 1.196 -2.448 0.895
H 1.830 -0.798 0.808
H 0.566 2.347 -0.861
H 1.692 1.054 -1.307
H 1.380 1.422 0.399
H -2.022 -0.131 -1.756
H -1.474 1.536 -2.028
H -0.575 0.171 -2.717
*
```

Results
SMILES string   C[C@@H]1[C@H](C)C1(C)C
Frontier orbital gap   10.47 eV
E_LUMO   1.058 eV
E_HOMO   -9.42 eV

---

(12)
# C53H46Cl3IrN8OS3Si

C53H46Cl3IrN8OS3Si as an isolated structure (the ωB97M-V functional and the def2-TZVPD basis, the OMol25 dataset).

Geometry as ORCA input:
```
! wB97M-V def2-TZVPD RIJCOSX def2/J DEFGRID3
* xyz 0 1
Ir 0.255 -0.334 -0.154
N 1.195 0.294 1.510
S 0.902 1.025 2.728
N -0.377 0.656 3.722
S -1.904 0.696 3.633
N -2.763 -0.361 2.922
S -2.705 -1.055 1.439
N -1.711 -0.713 0.441
C -4.347 -0.688 0.836
C -5.051 0.424 1.269
C -6.263 0.734 0.670
C -6.763 -0.068 -0.345
C -6.054 -1.186 -0.764
C -4.841 -1.501 -0.176
C -2.913 -2.776 1.879
C -2.275 -3.694 1.063
C -2.439 -5.045 1.330
C -3.243 -5.452 2.385
C -3.884 -4.515 3.187
C -3.718 -3.162 2.938
C -2.410 0.489 5.320
C -1.456 0.480 6.321
C -1.876 0.307 7.634
C -3.224 0.159 7.920
C -4.168 0.172 6.899
C -3.765 0.332 5.585
C -2.499 2.303 3.174
C -2.878 3.228 4.138
C -3.305 4.479 3.722
C -3.327 4.793 2.370
C -2.929 3.862 1.420
C -2.513 2.601 1.818
C 0.805 2.800 2.551
C 0.310 3.647 3.536
C 0.273 5.008 3.289
C 0.726 5.506 2.071
C 1.232 4.651 1.104
C 1.284 3.285 1.344
C 2.198 0.730 3.912
C 2.616 -0.591 4.008
C 3.641 -0.903 4.885
C 4.248 0.096 5.635
C 3.834 1.413 5.510
C 2.801 1.742 4.642
H -4.664 1.040 2.066
H -6.814 1.605 0.997
H -7.707 0.179 -0.812
H -6.444 -1.814 -1.554
H -4.281 -2.367 -0.505
H -1.628 -3.346 0.265
H -1.923 -5.777 0.723
H -3.362 -6.507 2.593
H -4.502 -4.839 4.014
H -4.194 -2.418 3.564
H -0.409 0.586 6.070
H -1.144 0.286 8.430
H -3.545 0.027 8.945
H -5.218 0.050 7.127
H -4.483 0.327 4.775
H -2.849 2.981 5.191
H -3.614 5.210 4.458
H -3.660 5.771 2.047
H -2.956 4.120 0.369
H -2.193 1.869 1.083
H -0.050 3.245 4.474
H -0.118 5.682 4.041
H 0.682 6.570 1.878
H 1.580 5.040 0.157
H 1.673 2.595 0.606
H 2.150 -1.354 3.396
H 3.971 -1.930 4.968
H 5.057 -0.152 6.310
H 4.321 2.195 6.077
H 2.499 2.773 4.532
Cl 1.696 0.763 -7.013
C 1.726 0.646 -5.279
C 0.649 0.105 -4.608
C 0.712 0.023 -3.231
Cl -0.651 -0.708 -2.388
C 1.808 0.431 -2.454
O 1.898 0.338 -1.157
C 2.865 0.997 -3.203
Cl 4.239 1.598 -2.338
C 2.835 1.099 -4.577
H -0.220 -0.249 -5.143
H 3.674 1.535 -5.100
C 3.370 -4.371 -0.427
Si 2.497 -2.707 -0.689
C 3.915 -1.536 -0.286
C 2.101 -2.884 -2.519
N 1.060 -2.282 0.248
C 0.787 -2.923 1.449
C 0.099 -2.308 2.512
C -0.182 -2.934 3.714
C 0.193 -4.246 3.946
C 0.852 -4.901 2.911
C 1.136 -4.271 1.713
H 4.201 -4.332 -1.139
H 2.778 -5.254 -0.675
H 3.801 -4.497 0.567
H 4.552 -1.358 -1.157
H 4.536 -2.015 0.477
H 3.584 -0.571 0.089
H 3.004 -2.757 -3.122
H 1.341 -2.226 -2.914
H 1.748 -3.908 -2.669
H -0.210 -1.292 2.379
H -0.714 -2.374 4.478
H -0.028 -4.744 4.880
H 1.147 -5.938 3.029
H 1.601 -4.864 0.948
N -2.990 4.789 -2.042
C -2.025 4.148 -2.023
N -0.909 3.448 -2.051
C -0.703 2.470 -1.256
N -0.406 1.596 -0.541
*
```

Results
Frontier orbital gap   6.16 eV
E_LUMO   -0.362 eV
E_HOMO   -6.53 eV